Entry 1:
C25H33AuBN4O4P as an isolated structure at a distorted geometry, computed with ωB97M-V with the def2-TZVPD basis set.

Geometry as XYZ:
```
69
Properties=species:S:1:pos:R:3:nbo_charge:R:1
Au -0.133 -0.428 -0.145 0.998
C -3.417 3.155 1.254 -0.261
O -3.694 1.846 0.699 -0.464
C -2.746 1.027 0.353 0.919
O -1.525 1.253 0.391 -0.715
N -3.268 -0.158 -0.041 -0.464
N -2.438 -1.206 -0.422 -0.670
H -3.829 3.167 2.260 0.216
H -3.951 3.873 0.640 0.220
H -2.354 3.361 1.272 0.214
H -4.272 -0.260 -0.073 0.426
H -2.613 -1.474 -1.387 0.400
H -2.607 -2.009 0.177 0.399
N 2.506 -1.054 1.091 -0.904
P 1.983 0.531 0.610 1.298
C 3.643 1.084 0.148 -0.385
C 4.417 1.798 1.055 -0.217
C 5.727 2.113 0.719 -0.188
C 6.242 1.732 -0.512 -0.197
C 5.457 1.026 -1.416 -0.138
C 4.153 0.692 -1.086 -0.235
C 1.276 1.270 2.089 -0.392
C 1.020 2.756 2.102 -0.633
C -0.001 3.178 3.102 -0.098
C -0.572 2.313 3.973 -0.231
C -0.212 0.940 3.975 -0.186
C 0.676 0.447 3.013 -0.188
C 2.059 -2.256 0.628 0.411
C 2.795 -3.434 0.834 -0.265
C 2.286 -4.629 0.393 -0.089
C 1.059 -4.654 -0.281 -0.267
C 0.405 -3.470 -0.476 0.066
N 0.888 -2.295 -0.021 -0.562
H 3.399 -1.091 1.565 0.430
H 4.012 2.088 2.017 0.226
H 6.345 2.647 1.428 0.241
H 7.264 1.978 -0.766 0.242
H 5.862 0.728 -2.374 0.230
H 3.534 0.130 -1.776 0.223
H 1.965 3.260 2.391 0.278
H -0.228 4.237 3.131 0.229
H -1.303 2.664 4.690 0.239
H -0.637 0.269 4.707 0.231
H 0.877 -0.617 2.996 0.226
H 3.750 -3.377 1.338 0.244
H 2.834 -5.546 0.561 0.253
H 0.632 -5.576 -0.645 0.256
H -0.534 -3.426 -1.011 0.205
C 0.917 5.898 -1.722 -0.636
C 0.664 4.453 -1.343 0.258
C -0.491 3.894 -2.164 -0.638
O 0.292 4.384 0.083 -0.723
B 0.879 3.292 0.607 1.242
O 1.638 2.591 -0.313 -0.812
C 1.922 3.532 -1.403 0.290
C 2.122 2.800 -2.712 -0.646
C 3.198 4.265 -1.001 -0.649
H -0.029 6.435 -1.768 0.237
H 1.384 5.945 -2.707 0.228
H 1.559 6.402 -1.003 0.233
H -1.404 4.413 -1.884 0.233
H -0.619 2.829 -1.980 0.201
H -0.316 4.064 -3.225 0.235
H 1.318 2.093 -2.913 0.218
H 3.067 2.258 -2.689 0.231
H 2.173 3.525 -3.525 0.242
H 3.042 4.850 -0.092 0.220
H 3.524 4.934 -1.796 0.241
H 3.990 3.539 -0.814 0.230
```

Results
Multiplicity   3
HOMO-LUMO gap (spin up / spin down)   6.87 / 6.55 eV
⟨S²⟩   2.0383
Total charge   +2


Entry 2:
C3H7O3 as an isolated structure at a distorted geometry, computed with ωB97M-V with the def2-TZVPD basis set.

Geometry as XYZ:
```
13
Properties=species:S:1:pos:R:3:nbo_charge:R:1
O -1.336 0.858 0.124 -0.580
C -1.518 -0.077 -0.626 0.538
O -0.880 -0.517 -1.770 -0.691
H -2.482 -0.580 -0.459 0.076
H -0.319 -0.572 -0.791 0.516
C 1.158 -0.250 1.229 -0.024
O 0.931 -1.228 0.322 -0.920
C 1.392 1.153 0.598 -0.642
H 2.064 -0.451 1.852 0.088
H 0.337 -0.127 1.984 0.087
H 2.466 1.310 0.378 0.166
H 0.989 1.985 1.199 0.177
H 0.862 1.222 -0.358 0.209
```

Results
HOMO-LUMO gap   7.33 eV
Total charge   -1


Entry 3:
CH4N2S as an isolated structure at a distorted geometry, computed with ωB97M-V with the def2-TZVPD basis set.

Geometry as XYZ:
```
8
Properties=species:S:1:pos:R:3:nbo_charge:R:1
C -0.951 -0.257 -0.461 -0.007
H 1.152 -0.098 1.314 0.386
H 2.404 0.047 -0.317 0.407
H -0.146 1.395 -0.018 0.395
H -1.092 -1.351 -0.507 0.262
N 1.253 -0.240 0.184 -0.712
N -0.001 0.477 -0.295 -0.404
S -2.619 0.027 0.101 -0.326
```

Results
HOMO-LUMO gap   8.04 eV


Entry 4:
An isolated ion of composition C10H17BN and charge -1 at a distorted geometry, computed with ωB97M-V with the def2-TZVPD basis set.

Geometry as XYZ:
```
29
Properties=species:S:1:pos:R:3:nbo_charge:R:1
C -0.845 3.841 1.120 -0.426
N -0.970 3.141 2.460 -0.650
C -1.500 1.728 2.326 -0.423
B -0.191 0.683 2.376 -0.169
C 0.018 0.146 0.834 -0.602
C 1.305 -0.845 0.612 -0.442
C 1.043 -1.611 -0.851 0.047
C 1.669 -3.116 -1.134 -0.265
C 1.332 -3.832 -2.586 -0.242
C 0.411 -3.135 -3.763 -0.287
C -0.195 -1.633 -3.505 -0.247
C 0.131 -0.880 -2.047 -0.244
H -1.930 4.075 0.702 0.152
H -0.254 3.227 0.308 0.202
H -0.229 4.826 1.311 0.180
H -1.695 3.654 3.025 0.326
H -2.345 1.443 3.084 0.174
H -1.970 1.654 1.236 0.132
H -0.483 -0.236 3.076 -0.077
H 0.727 1.274 2.822 -0.054
H 0.135 1.064 0.117 0.170
H -0.951 -0.467 0.538 0.190
H 1.400 -1.660 1.470 0.217
H 2.330 -0.247 0.575 0.216
H 2.325 -3.662 -0.332 0.228
H 1.789 -4.898 -2.764 0.209
H 0.153 -3.666 -4.784 0.219
H -0.878 -1.063 -4.293 0.221
H -0.331 0.196 -1.933 0.244
```

Results
HOMO-LUMO gap   7.01 eV
Total charge   -1


Which formula does entry 2 have?
C3H7O3